Entry 1:
# C4H16AgNO5

A molecular structure, C4H16AgNO5 (ωB97M-V/def2-TZVPD, the Open Molecules 2025 dataset).

Element x y z (Å)
1 Ag -21.718 19.497 -20.044
2 O -22.123 18.291 -21.834
3 O -20.596 18.062 -18.874
4 O -20.274 20.547 -21.348
5 O -23.101 21.211 -20.462
6 O -23.306 18.305 -19.136
7 N -21.318 21.029 -18.174
8 C -23.260 21.888 -21.638
9 C -22.992 22.123 -16.883
10 C -23.067 22.190 -19.302
11 C -22.713 21.317 -18.110
12 H -24.101 22.515 -19.196
13 H -24.004 22.524 -16.929
14 H -23.320 20.412 -18.072
15 H -22.314 22.971 -16.782
16 H -19.784 21.341 -21.132
17 H -24.334 22.044 -21.738
18 H -22.807 22.880 -21.635
19 H -19.795 17.925 -18.332
20 H -20.689 21.820 -18.181
21 H -23.003 21.321 -22.532
22 H -22.939 21.496 -15.993
23 H -23.771 19.023 -18.663
24 H -19.848 20.209 -22.135
25 H -21.182 20.473 -17.342
26 H -22.046 18.599 -22.758
27 H -22.318 22.982 -19.332

Charge = -1
LUMO level (alpha / beta) = 2.78 / 2.72 eV
Spin multiplicity = 2
Energy = -739.7097 hartree



Entry 2:
# C6H16

2 unconnected molecules or ions with the total composition C6H16 (ωB97M-V/def2-TZVPD, the Open Molecules 2025 dataset).

Element x y z (Å)
1 C -2.491 0.201 -0.028
2 C 2.822 1.638 1.079
3 C -1.051 -1.811 0.651
4 C -0.921 -0.585 -1.541
5 C -1.091 -0.389 -0.034
6 C 2.457 0.778 -0.118
7 H -0.359 0.450 0.351
8 H -2.405 1.116 -0.465
9 H 2.051 1.934 1.828
10 H -1.043 -2.727 0.026
11 H 3.235 -0.109 -0.107
12 H -1.636 -1.168 -2.126
13 H 0.052 -0.926 -1.861
14 H -1.805 -1.850 1.375
15 H -1.111 0.371 -2.052
16 H -0.128 -1.817 1.122
17 H -2.795 0.330 0.980
18 H 2.434 1.451 -1.036
19 H -3.247 -0.321 -0.603
20 H 1.456 0.586 0.073
21 H 3.557 1.096 1.763
22 H 3.401 2.596 0.678

LUMO level = 1.06 eV
SMILES = CC(C)C.CC
Relative energy (zero: lowest compared OMol25 entry of this formula, charge and spin) = 2.0594 eV
Energy = -238.1208 hartree



Entry 3:
# C4H8N2O

2 unconnected molecules or ions with the total composition C4H8N2O (ωB97M-V/def2-TZVPD, the Open Molecules 2025 dataset).

Element x y z (Å)
1 O -3.038 -0.838 1.461
2 N 0.671 -0.726 -0.147
3 N 1.707 -0.393 -2.064
4 C 1.205 -1.349 -1.243
5 C 0.191 1.373 0.770
6 C 0.576 0.625 -0.383
7 C 1.075 0.843 -1.703
8 H 1.331 1.814 -2.113
9 H -0.597 0.891 1.331
10 H 1.097 1.325 1.502
11 H -2.244 -1.351 1.248
12 H 0.405 -0.850 0.915
13 H 1.302 -2.429 -1.350
14 H -3.689 -1.399 0.990
15 H 0.007 2.466 0.787

Charge = +1
LUMO level (alpha / beta) = -4.14 / -8.08 eV
Relative energy (zero: lowest compared OMol25 entry of this formula, charge and spin) = 1.7528 eV
Spin multiplicity = 2
Energy = -341.6055 hartree



Entry 4:
# C18H45NO13PS

4 unconnected molecules or ions with the total composition C18H45NO13PS (ωB97M-V/def2-TZVPD, the Open Molecules 2025 dataset).

Element x y z (Å)
1 S -3.121 2.889 -0.217
2 P 0.898 -2.779 -0.213
3 O -4.006 4.135 -0.611
4 O -1.953 3.480 0.885
5 O -4.138 1.885 0.453
6 O 4.432 1.605 -0.862
7 O -3.903 -3.224 0.370
8 O 2.032 -5.404 1.636
9 O -6.061 -1.788 -0.480
10 O 0.253 -1.230 0.264
11 O 2.164 -2.371 0.964
12 O 2.021 -1.218 2.750
13 O -2.100 8.728 -1.026
14 O -1.673 -4.010 -0.392
15 O 1.773 -2.146 -1.610
16 N 1.456 -2.105 2.087
17 C 5.364 -0.596 -1.117
18 C -2.416 2.233 -1.825
19 C -5.815 -1.527 0.947
20 C 4.322 -5.703 2.301
21 C -3.458 8.366 -0.792
22 C -0.345 1.025 -0.442
23 C -2.456 -2.971 0.296
24 C -4.382 -2.225 1.378
25 C -3.506 7.156 0.126
26 C 5.630 0.900 -1.174
27 C 3.230 -6.109 1.324
28 C 2.964 -7.605 1.381
29 C -1.431 0.925 -1.666
30 C -0.600 -3.391 -1.238
31 C -4.197 9.550 -0.188
32 C 6.722 1.306 -0.197
33 C 1.345 -0.739 -1.903
34 C 0.855 -0.089 -0.480
35 H -3.027 7.374 1.087
36 H -3.901 8.111 -1.761
37 H -1.986 -0.102 -1.578
38 H -1.875 3.070 -2.439
39 H 5.922 1.184 -2.191
40 H 6.432 1.073 0.834
41 H 4.567 -0.871 -1.816
42 H -1.744 2.686 1.492
43 H -1.698 8.956 -0.172
44 H -4.144 10.417 -0.854
45 H -3.742 9.853 0.762
46 H -1.055 -2.563 -1.962
47 H 0.618 -0.782 -2.819
48 H 1.662 -4.003 -0.449
49 H 6.263 -1.167 -1.368
50 H -2.309 -1.959 -0.283
51 H -1.945 -2.807 1.362
52 H -5.676 -0.358 1.100
53 H 3.863 -8.176 1.130
54 H 7.662 0.792 -0.420
55 H 0.295 -3.461 0.927
56 H -3.352 1.877 -2.476
57 H -3.574 -1.358 1.494
58 H 2.167 -7.881 0.682
59 H 2.243 -0.086 -2.283
60 H -5.503 -1.119 -1.004
61 H -4.538 6.843 0.314
62 H 1.765 -5.649 2.538
63 H 2.626 -7.905 2.379
64 H 5.026 -0.896 -0.119
65 H 1.821 0.365 0.050
66 H 0.139 2.088 -0.339
67 H -0.204 -4.245 -1.969
68 H 4.495 -4.623 2.259
69 H -6.643 -1.931 1.672
70 H -0.795 0.875 -2.674
71 H 4.032 -5.936 3.332
72 H 3.522 -5.826 0.307
73 H -2.960 6.316 -0.316
74 H 4.165 1.360 0.040
75 H -5.250 9.309 -0.010
76 H 6.895 2.386 -0.240
77 H -0.958 0.817 0.562
78 H 5.262 -6.217 2.078
79 H -4.460 -2.787 2.412

Charge = -1
LUMO level = 1.90 eV
Energy = -2484.9168 hartree



Entry 5:
# C17H35ClCoO9

A molecular structure, C17H35ClCoO9 (ωB97M-V/def2-TZVPD, the Open Molecules 2025 dataset).

Element x y z (Å)
1 Co -12.482 10.552 -1.032
2 Cl -17.600 11.332 -1.277
3 O -13.147 11.400 2.168
4 O -13.167 7.348 -0.775
5 O -18.136 10.994 -2.570
6 O -12.409 10.168 -4.296
7 O -12.469 13.919 -1.650
8 O -16.151 11.149 -1.230
9 O -17.857 12.715 -0.892
10 O -18.172 10.429 -0.336
11 O -9.325 9.975 -0.481
12 C -12.648 8.991 -6.260
13 C -11.250 10.480 -5.128
14 C -11.752 16.005 -0.845
15 C -13.378 5.381 0.549
16 C -12.630 10.708 3.243
17 C -13.893 12.494 2.722
18 C -12.536 6.292 -1.530
19 C -13.345 14.907 -2.247
20 C -14.639 11.847 3.857
21 C -11.288 14.616 -1.152
22 C -14.052 6.693 0.165
23 C -13.645 10.778 4.353
24 C -11.465 9.928 -6.484
25 C -13.418 9.706 -5.159
26 C -12.290 5.225 -0.496
27 C -8.212 9.159 -0.167
28 C -13.217 16.085 -1.301
29 H -12.245 4.221 -0.916
30 H -12.964 15.222 -3.218
31 H -10.369 10.025 -4.676
32 H -8.152 8.246 -0.760
33 H -11.719 10.683 -7.228
34 H -11.297 5.399 -0.080
35 H -15.506 11.332 3.442
36 H -13.799 16.002 -0.384
37 H -14.216 7.320 1.041
38 H -14.628 12.813 1.983
39 H -13.506 17.016 -1.788
40 H -13.310 8.874 -7.118
41 H -11.089 16.688 -1.377
42 H -14.242 9.879 4.506
43 H -12.262 8.027 -5.931
44 H -10.854 14.198 -0.243
45 H -8.288 8.870 0.881
46 H -15.029 6.545 -0.295
47 H -7.274 9.713 -0.155
48 H -12.331 9.683 3.020
49 H -14.400 14.688 -2.416
50 H -13.204 5.986 -2.336
51 H -14.001 10.587 -5.428
52 H -12.997 5.270 1.564
53 H -14.027 9.009 -4.583
54 H -13.323 13.349 3.084
55 H -10.597 9.413 -6.895
56 H -11.706 16.282 0.208
57 H -14.076 4.557 0.401
58 H -11.645 6.706 -2.001
59 H -11.706 11.247 3.455
60 H -10.551 14.556 -1.953
61 H -13.182 11.046 5.302
62 H -11.085 11.548 -5.273
63 H -15.015 12.458 4.677

LUMO level (alpha / beta) = -4.06 / -4.79 eV
Relative energy (zero: lowest compared OMol25 entry of this formula, charge and spin) = 10.8615 eV
Spin multiplicity = 4
Energy = -3188.1780 hartree



Entry 6:
# C2H2F2OS

2 unconnected molecules or ions with the total composition C2H2F2OS (ωB97M-V/def2-TZVPD, the Open Molecules 2025 dataset).

Element x y z (Å)
1 S 0.854 0.173 -1.655
2 F 0.590 -1.588 0.900
3 F -1.499 -0.217 -0.613
4 O 0.957 1.268 1.284
5 C -0.333 0.263 -0.415
6 C 0.048 0.552 0.974
7 H 0.122 -0.864 -2.188
8 H -0.739 0.413 1.714

LUMO level = -2.70 eV
Relative energy (zero: lowest compared OMol25 entry of this formula, charge and spin) = 3.6031 eV
Energy = -750.4233 hartree